ORCA calculation (the ωB97M-V functional and the def2-TZVPD basis) on 7 unconnected molecules or ions with the total composition C31H53BBrClFO19P2 in a non-equilibrium geometry.

Output
E_HOMO ... -0.147 Ha
Energy ... -176452.803 eV
F_max ... 1.72 eV/A
Gap between HOMO and LUMO ... 0.207 Eh

ORCA input file:
```
! RIJCOSX wB97M-V def2-TZVPD def2/J DEFGRID3
* xyz -1 1
C -1.512 1.518 -3.685
C -1.839 0.801 -4.995
P -1.787 -1.030 -5.040
C -3.151 -1.569 -3.912
C -2.763 -2.113 -2.537
B -0.049 -1.769 -4.452
F -0.252 -3.169 -4.171
C 0.673 -1.056 -3.152
C 1.786 -1.871 -2.546
C 3.191 -1.556 -3.042
Br 1.767 -1.639 -0.545
P 1.295 -1.841 -5.935
O 0.657 -3.066 -6.878
Cl 0.836 -0.255 -7.207
H -1.951 1.008 -2.836
H -1.915 2.533 -3.705
H -0.444 1.622 -3.538
H -2.864 1.054 -5.254
H -1.216 1.191 -5.791
H -3.801 -0.708 -3.765
H -3.732 -2.320 -4.435
H -3.646 -2.189 -1.904
H -2.342 -3.108 -2.633
H -2.049 -1.474 -2.033
H 1.073 -0.078 -3.420
H -0.070 -0.873 -2.388
H 1.602 -2.931 -2.658
H 3.223 -0.594 -3.539
H 3.912 -1.578 -2.235
H 3.496 -2.308 -3.760
H 0.901 -3.878 -6.420
C -2.518 4.376 1.054
C -2.652 3.226 0.093
C -3.731 2.213 0.421
O -3.203 1.013 -0.155
C -1.850 1.120 -0.172
O -1.112 0.228 -0.431
O -1.478 2.385 0.125
H -1.545 4.852 0.941
H -3.292 5.120 0.874
H -2.603 4.035 2.084
H -2.765 3.586 -0.933
H -4.701 2.438 -0.012
H -3.832 2.066 1.499
C -1.404 -2.551 0.941
C -1.530 -3.726 1.869
C -2.647 -4.701 1.561
O -2.950 -5.243 2.860
C -2.616 -4.310 3.782
O -2.910 -4.366 4.935
O -1.905 -3.318 3.212
H -0.820 -1.756 1.398
H -0.906 -2.848 0.021
H -2.382 -2.139 0.688
H -0.576 -4.255 1.952
H -2.366 -5.500 0.882
H -3.534 -4.189 1.183
C -1.982 -3.124 -8.662
C -3.460 -3.041 -8.935
C -3.850 -2.749 -10.370
O -5.110 -2.079 -10.221
C -5.109 -1.481 -8.998
O -5.926 -0.691 -8.645
O -4.068 -1.913 -8.267
H -1.761 -2.995 -7.603
H -1.596 -4.092 -8.986
H -1.441 -2.339 -9.191
H -3.971 -3.939 -8.574
H -3.971 -3.634 -10.989
H -3.145 -2.061 -10.841
C 1.214 5.749 4.971
C 0.307 6.400 5.981
C -0.588 5.485 6.796
O -1.716 6.343 7.068
C -1.801 7.252 6.075
O -2.728 7.976 5.889
O -0.685 7.222 5.316
H 1.545 6.486 4.239
H 2.082 5.327 5.469
H 0.700 4.951 4.435
H 0.877 7.054 6.646
H -0.140 5.140 7.719
H -0.940 4.632 6.211
C 5.339 0.971 7.961
C 3.942 1.404 7.606
C 3.700 1.832 6.171
O 2.615 2.778 6.333
C 2.712 3.308 7.567
O 2.108 4.267 7.949
O 3.590 2.619 8.314
H 5.473 1.007 9.041
H 5.519 -0.045 7.614
H 6.080 1.623 7.500
H 3.216 0.642 7.900
H 3.394 1.034 5.507
H 4.551 2.357 5.742
C 5.760 -3.319 2.104
C 5.069 -2.310 2.982
C 4.404 -1.154 2.268
O 4.481 -0.107 3.265
C 5.550 -0.368 4.048
O 6.029 0.386 4.843
O 6.021 -1.604 3.814
H 6.464 -3.910 2.689
H 5.026 -3.987 1.657
H 6.314 -2.826 1.305
H 4.361 -2.803 3.652
H 3.376 -1.352 1.982
H 4.966 -0.831 1.391
*
```